1.
Formula: C27H59NO8Si2
Source: the Open Molecules 2025 dataset
Level of theory: the ωB97M-V functional and the def2-TZVPD basis

The geometry in XYZ format:
```
97
Properties=species:S:1:pos:R:3:mulliken_charge:R:1
N 2.295 0.425 -2.708 -0.316
C 1.235 1.434 -2.849 -0.365
Si -0.143 0.633 -3.805 0.358
O -1.129 1.803 -4.443 -0.166
Si -2.767 1.811 -4.284 0.371
C -3.270 1.561 -2.480 0.308
C -3.858 0.212 -2.231 -0.162
O -4.977 -0.124 -2.553 -0.568
H 3.203 0.857 -2.572 0.205
H 2.153 -0.155 -1.889 0.142
H 0.883 1.866 -1.899 0.150
H 1.599 2.272 -3.463 0.343
H -0.980 -0.224 -2.921 -0.175
H 0.441 -0.194 -4.875 -0.199
H -3.374 0.735 -5.097 -0.159
H -3.268 3.125 -4.729 -0.181
H -4.053 2.313 -2.296 0.262
H -2.435 1.757 -1.797 -0.213
H -3.191 -0.524 -1.744 0.382
C -4.102 1.786 1.829 -0.617
C -4.193 3.050 0.978 -0.619
C -2.726 3.315 0.650 -0.085
O -2.107 2.011 0.599 -0.352
C -2.984 1.027 1.140 0.448
H -5.020 1.205 1.872 0.263
H -3.809 2.040 2.850 0.308
H -4.753 2.849 0.061 0.154
H -4.669 3.884 1.491 0.453
H -2.237 3.907 1.430 0.360
H -2.582 3.824 -0.302 0.003
H -3.375 0.408 0.327 -0.508
H -2.425 0.384 1.822 0.199
C -6.455 -3.117 1.331 -0.572
C -6.678 -3.204 2.842 -0.593
C -5.725 -2.131 3.352 -0.461
O -5.677 -1.130 2.336 -0.336
C -6.286 -1.616 1.136 -0.151
H -7.277 -3.523 0.743 0.356
H -5.541 -3.644 1.051 0.268
H -7.710 -2.945 3.088 0.259
H -6.464 -4.187 3.260 0.349
H -4.719 -2.537 3.507 0.258
H -6.055 -1.667 4.282 0.297
H -7.253 -1.123 0.995 0.282
H -5.647 -1.359 0.290 0.025
C 0.530 -1.086 2.679 -0.705
C 0.438 0.180 1.833 0.123
C 1.905 0.414 1.489 -0.521
O 2.517 -0.886 1.427 -0.369
C 1.626 -1.867 1.972 -0.109
H -0.407 -1.640 2.730 0.351
H 0.843 -0.839 3.695 0.319
H -0.144 -0.011 0.929 -0.048
H -0.020 1.024 2.347 0.296
H 2.404 1.002 2.268 0.233
H 2.049 0.919 0.533 0.156
H 1.226 -2.480 1.157 0.262
H 2.186 -2.512 2.651 0.046
C 4.875 -3.804 3.373 -0.246
C 4.561 -4.688 4.581 -0.576
C 5.563 -5.822 4.397 -0.418
O 6.705 -5.244 3.769 -0.405
C 6.394 -3.934 3.296 -0.450
H 4.545 -2.772 3.486 0.243
H 4.410 -4.213 2.475 0.172
H 4.762 -4.149 5.509 0.304
H 3.531 -5.043 4.608 0.334
H 5.155 -6.609 3.753 0.249
H 5.878 -6.277 5.337 0.294
H 6.886 -3.192 3.935 0.265
H 6.785 -3.829 2.288 0.237
C 5.745 -3.266 -1.997 -0.416
C 5.227 -3.330 -3.430 -0.557
C 4.295 -2.131 -3.467 -0.360
O 4.860 -1.169 -2.575 -0.346
C 5.882 -1.761 -1.785 -0.429
H 6.681 -3.793 -1.851 0.346
H 5.006 -3.678 -1.311 0.173
H 6.049 -3.198 -4.136 0.272
H 4.717 -4.262 -3.670 0.332
H 3.289 -2.392 -3.124 0.198
H 4.208 -1.679 -4.454 0.306
H 6.860 -1.400 -2.124 0.253
H 5.743 -1.456 -0.747 0.228
C -0.244 7.484 -1.838 -0.608
C 0.375 6.396 -2.716 -0.607
C -0.140 5.137 -2.037 0.043
O -1.434 5.463 -1.520 -0.341
C -1.610 6.883 -1.532 -0.519
H -0.316 8.454 -2.328 0.362
H 0.335 7.607 -0.921 0.264
H -0.006 6.466 -3.736 0.289
H 1.462 6.431 -2.751 0.367
H 0.516 4.840 -1.211 0.182
H -0.252 4.282 -2.708 -0.063
H -2.332 7.150 -2.311 0.288
H -2.017 7.188 -0.566 0.298
```

Results
E (hartree): -2299.79083
2S+1: 1
Kohn-Sham gap (eV): 9.66
LUMO (eV): 0.609

---

2.
Formula: C2H8OS2Si
Source: the Open Molecules 2025 dataset
Level of theory: the ωB97M-V functional and the def2-TZVPD basis

The geometry in XYZ format:
```
14
Properties=species:S:1:pos:R:3:nbo_charge:R:1
C -1.167 1.687 -0.539 -1.146
C -2.112 -1.358 0.608 -1.195
O 0.589 -0.461 -0.189 -1.010
Si -0.890 -0.039 0.100 1.976
S 1.661 -1.727 0.089 -0.233
S 4.736 -0.017 -0.361 -0.345
H -0.250 2.173 -0.816 0.283
H -1.915 1.780 -1.218 0.251
H -1.386 2.362 0.342 0.264
H -1.495 -2.216 0.974 0.298
H -2.854 -1.094 1.421 0.274
H -2.715 -1.618 -0.348 0.277
H 3.979 1.200 -0.412 0.140
H 3.820 -0.674 0.349 0.167
```

Results
E (hartree): -1242.02619
2S+1: 1
Kohn-Sham gap (eV): 6.17
LUMO (eV): -0.907

---

3.
Formula: C8H24O12
Source: the Open Molecules 2025 dataset
Level of theory: the ωB97M-V functional and the def2-TZVPD basis

The geometry in XYZ format:
```
44
Properties=species:S:1:pos:R:3:nbo_charge:R:1
O -24.173 -6.027 -7.344 -0.955
H -24.689 -5.546 -6.697 0.485
H -23.765 -5.347 -7.880 0.514
O -24.423 -8.602 -8.290 -0.983
H -24.404 -9.304 -7.640 0.486
H -24.321 -7.799 -7.779 0.477
O -21.824 -6.719 -6.214 -0.952
H -22.675 -6.524 -6.607 0.468
H -21.512 -5.877 -5.885 0.472
O -23.653 -10.093 -10.594 -0.943
H -23.191 -9.350 -10.982 0.472
H -23.530 -9.987 -9.651 0.470
O -23.955 -10.871 -6.623 -0.969
H -23.019 -10.711 -6.747 0.487
H -24.108 -11.723 -7.031 0.499
O -26.774 -8.807 -10.181 -0.967
H -26.024 -8.568 -9.638 0.481
H -26.434 -9.471 -10.781 0.481
C -26.176 -9.689 -3.527 -0.600
C -25.073 -8.642 -3.329 0.048
C -25.098 -7.491 -4.327 -0.126
O -25.331 -6.364 -3.627 -0.325
C -25.453 -6.703 -2.283 0.908
O -25.764 -6.018 -1.313 -0.444
O -25.298 -8.054 -2.070 -0.249
H -27.104 -9.245 -3.887 0.263
H -26.281 -10.272 -2.613 0.270
H -25.926 -10.366 -4.344 0.269
H -24.107 -9.146 -3.340 0.323
H -25.942 -7.564 -5.012 0.319
H -24.370 -7.385 -5.132 0.307
C -27.796 -6.246 -7.760 -0.645
C -28.324 -5.993 -6.364 0.066
C -29.715 -5.303 -6.417 -0.092
O -30.503 -6.082 -5.566 -0.462
C -29.887 -7.275 -5.372 0.967
O -30.319 -8.229 -4.761 -0.565
O -28.630 -7.275 -5.854 -0.513
H -27.007 -6.986 -7.631 0.211
H -27.490 -5.326 -8.258 0.222
H -28.439 -6.716 -8.504 0.258
H -27.569 -5.547 -5.716 0.160
H -30.079 -5.224 -7.442 0.205
H -29.569 -4.330 -5.948 0.202
```

Results
E (hartree): -1221.70790
2S+1: 2
Kohn-Sham gap (spin up / spin down) (eV): 9.52 / 2.35
LUMO (spin up / spin down) (eV): -3.456 / -10.628
Charge: +1

---

4.
Formula: H2NP
Source: the Open Molecules 2025 dataset
Level of theory: the ωB97M-V functional and the def2-TZVPD basis

The geometry in XYZ format:
```
4
Properties=species:S:1:pos:R:3:nbo_charge:R:1
N -0.579 -0.524 0.165 -0.874
P 0.445 0.747 -0.152 0.510
H -1.463 0.047 0.372 0.355
H 1.596 -0.270 -0.385 0.008
```

Results
E (hartree): -397.15042
2S+1: 3
Kohn-Sham gap (spin up / spin down) (eV): 8.28 / 7.30
LUMO (spin up / spin down) (eV): 0.831 / -3.105

---

5.
Formula: C3H5NO2
Source: the Open Molecules 2025 dataset
Level of theory: the ωB97M-V functional and the def2-TZVPD basis

The geometry in XYZ format:
```
11
Properties=species:S:1:pos:R:3:nbo_charge:R:1
O 1.166 0.875 -1.716 -0.510
C 0.478 -0.091 -1.680 0.657
O 0.505 -1.173 -0.695 -0.533
C 0.395 -0.525 0.506 0.210
C -0.624 0.674 0.592 -0.306
N -0.821 -0.629 1.226 -0.597
H -0.055 -0.559 -2.515 0.134
H 1.360 -0.365 1.007 0.180
H -1.387 0.901 -0.143 0.203
H -0.300 1.525 1.185 0.198
H -0.718 -0.633 2.233 0.364
```

Results
Structure (SMILES): O=CO[C@H]1CN1
E (hartree): -322.46767
2S+1: 1
Kohn-Sham gap (eV): 11.00
LUMO (eV): 1.021

---

6.
Formula: C5H6NO
Source: the Open Molecules 2025 dataset
Level of theory: the ωB97M-V functional and the def2-TZVPD basis

The geometry in XYZ format:
```
13
Properties=species:S:1:pos:R:3:nbo_charge:R:1
C -0.133 0.783 0.443 0.271
C 1.745 2.223 -0.220 0.458
C -0.932 2.743 1.383 0.106
C -0.586 -0.498 0.127 0.018
C -0.059 -1.675 -0.612 -0.732
N 1.035 1.283 -0.016 -0.249
O -1.113 1.519 1.135 -0.403
H 2.525 2.985 -0.212 0.315
H -1.802 3.037 1.996 0.139
H -1.665 -0.685 0.321 0.253
H -0.253 -2.679 -0.200 0.285
H 1.013 -1.879 -1.011 0.260
H -0.634 -1.773 -1.546 0.279
```

Results
E (hartree): -323.61698
2S+1: 1
Kohn-Sham gap (spin up / spin down) (eV): 7.70 / 7.70
LUMO (spin up / spin down) (eV): -5.639 / -5.638
Charge: +1

---

2S+1 of number 6 (C5H6NO)?
1